1.
The following is a DFT calculation (wB97M-V/def2-TZVPD) of a cluster of 2 separate species, C6H14O2 in total in a non-equilibrium geometry.

XYZ file:
```
22
Properties=species:S:1:pos:R:3:forces:R:3:mulliken_spin:R:1
C -1.36859 0.01784 2.26200 0.705 1.102 0.282 0.00
O -0.56589 1.02665 1.62291 -0.368 -0.108 -0.758 0.02
C -0.75150 -1.33207 2.23847 1.253 -0.671 -0.735 0.03
C -0.49366 -1.99292 0.85362 -0.076 0.449 -0.604 0.04
C -0.31179 -1.10382 -0.30590 0.048 -0.067 1.359 0.32
C 0.59859 -1.38130 -1.32869 -0.144 -0.060 -1.400 0.36
C 0.84908 -0.50792 -2.47660 -0.754 0.651 -0.187 0.01
H -2.34890 0.07797 1.80856 -0.259 -0.122 -0.186 0.00
H -1.45402 0.35053 3.29139 -0.315 -0.217 0.318 0.01
H 0.36188 0.79083 1.55552 0.141 -0.138 0.496 -0.01
H -1.26679 -2.04197 2.83350 -0.960 -0.534 0.540 0.00
H 0.23117 -1.33464 2.72083 0.075 0.454 -0.015 0.01
H -1.41583 -2.51555 0.50641 0.011 -0.135 0.301 0.09
H 0.31263 -2.72021 0.91372 -0.133 -0.232 -0.037 0.00
H -0.91840 -0.20011 -0.27057 0.091 -0.024 -0.600 0.02
H 1.14722 -2.31560 -1.35900 -0.017 -0.158 0.556 0.01
H -0.00776 0.11026 -2.76698 0.006 0.192 0.591 0.01
H 1.63079 0.18304 -2.10321 0.096 0.020 -0.455 0.07
H 1.12850 -0.96954 -3.42436 0.627 -0.388 0.499 0.01
H 1.53234 4.87902 -2.50456 -0.141 -0.106 0.306 0.00
H 1.35765 3.56634 -1.64906 -0.042 0.593 -0.085 0.00
O 1.73660 3.94048 -2.45235 0.157 -0.501 -0.187 0.00
```
Positions in Å, forces in eV/Å.

As for the expectation value of S²: 0.753. Its gap between HOMO and LUMO (spin up / spin down) is 9.59 / 5.81 eV. Its charge is +1. As for the total energy: -10534.115 eV. Its multiplicity is 2. The LUMO energy (spin up / spin down) is -4.41 / -8.19 eV. The value obtained for the max |F| is 0.03112 Eh/bohr.


2.
The following is a DFT calculation (wB97M-V/def2-TZVPD) of a structure of composition C6H11N in a non-equilibrium geometry.

XYZ file:
```
18
Properties=species:S:1:pos:R:3:forces:R:3:nbo_charge:R:1
C -1.95763 0.44412 -0.57676 0.997 -0.185 0.405 -0.34
C -1.37553 -0.85087 -0.10557 0.120 -0.370 0.080 -0.43
C 0.14337 -0.86565 -0.34397 0.103 -0.131 -0.056 -0.40
C 0.93720 0.00312 0.62930 -0.254 0.178 -0.054 -0.32
C 2.42564 0.07716 0.25472 -0.045 0.040 -0.016 -0.59
C 0.36497 1.41210 0.80368 -0.653 0.501 -0.104 0.17
N -0.77528 1.65583 0.30423 -1.798 -3.277 -1.898 -0.57
H -1.56931 2.20944 0.13408 0.676 2.473 1.097 0.43
H -1.92009 0.58591 -1.67034 0.397 0.147 0.467 0.19
H -3.01574 0.58938 -0.26286 0.866 0.412 0.274 0.20
H -1.58689 -0.95311 0.96778 0.088 -0.057 -0.116 0.20
H -1.82404 -1.72523 -0.59059 -0.054 0.106 -0.041 0.21
H 0.51230 -1.89186 -0.26995 0.014 0.021 -0.049 0.21
H 0.34663 -0.52423 -1.36949 -0.040 -0.090 0.107 0.20
H 0.88106 -0.45032 1.63430 -0.072 0.184 -0.146 0.22
H 2.86614 -0.92659 0.20363 -0.140 0.150 0.020 0.20
H 2.55600 0.54624 -0.72715 -0.041 -0.039 0.129 0.20
H 2.99120 0.66458 0.98495 -0.163 -0.061 -0.098 0.22
```
Positions in Å, forces in eV/Å.

Its gap between HOMO and LUMO is 8.25 eV. As for the total energy: -7886.723 eV. The LUMO energy is 1.04 eV. The value obtained for the max |F| is 0.08153 Eh/bohr.


Relative energy (zero: lowest compared OMol25 entry of this formula, charge and spin) values, unit eV, following the record order: 1.052; 3.808.